159
Properties=species:S:1:pos:R:3:forces:R:3 method="wB97M-V/def2-TZVPD" energy_ha=-3678.7935 e_homo_ev=-8.10 lumo_energy_ev=-0.063 orbital_gap_ev=8.04 de_lowest_ev=0.000
Na 0.7381 -1.8737 -1.4983 -0.3319 -0.2927 -0.4647
Na 1.1014 0.1631 2.8493 0.0194 -0.0264 0.7277
Na 1.3324 2.4929 -1.2816 0.0657 0.2263 0.1422
P 0.6892 0.1426 0.2052 -0.2273 0.8984 -0.9287
O 0.8664 1.4638 0.9531 0.5372 0.0271 0.0283
O -0.2197 -0.7626 1.0042 0.1251 -0.4076 -0.0870
O 2.0988 -0.4629 0.0055 0.2255 -0.8943 0.0756
O 0.1740 0.4149 -1.2209 0.3105 -0.7394 -0.0605
C -3.0646 -0.7639 4.5013 -0.3981 -0.5842 -0.0469
C -3.0633 0.4053 3.5238 1.4710 -0.6881 0.5389
C -3.5914 1.6913 4.2037 0.1265 -0.6282 -1.0025
O -4.9947 1.5968 4.4856 1.2447 1.1384 0.4949
C -5.5107 2.8571 4.9825 -1.2152 -1.1453 -0.3009
N -1.6418 0.5877 3.0683 -0.7779 1.0955 1.0802
H -3.9734 -1.3448 4.3441 -0.1867 0.0272 0.5766
H -2.9398 -0.4384 5.5341 -0.4491 0.1497 0.0600
H -2.2483 -1.4772 4.3875 0.1789 0.1723 -0.5921
H -3.6769 0.1865 2.6499 -0.3506 -0.0069 0.0365
H -3.3700 2.4766 3.4810 -0.2936 0.4730 0.0037
H -3.0264 1.8976 5.1128 0.0924 -0.0486 0.1942
H -4.9142 3.5163 5.6131 0.8629 -0.4155 -0.2360
H -6.3461 2.5638 5.6183 -0.1702 0.0761 -0.0658
H -5.9207 3.4197 4.1438 0.1553 0.2121 -0.0603
H -1.6423 1.4293 2.5099 0.2191 0.1724 -0.2981
H -1.2751 -0.1265 2.4555 -0.7818 -0.4903 -0.1999
C -3.1801 1.1801 -0.5384 -0.7940 0.0590 -1.2334
C -2.7816 2.3910 -1.3671 0.8116 0.2700 0.5444
C -3.6770 3.6257 -1.1289 -0.1532 0.2074 -0.8750
O -5.0655 3.3299 -1.4884 1.2499 0.0869 1.1079
C -5.9086 4.4574 -1.5110 0.1974 0.5512 -1.4220
N -1.3299 2.6613 -1.1180 -0.1918 1.5164 0.2429
H -2.3950 0.4537 -0.7480 -0.1112 -0.1073 0.8089
H -4.1136 0.7806 -0.9346 -0.1978 -0.1535 0.0352
H -3.3785 1.4386 0.5018 0.5617 -0.1738 0.1275
H -2.7953 2.1928 -2.4388 -0.4943 -0.3119 -0.0163
H -3.2787 4.4129 -1.7691 -0.1709 0.1591 -0.5359
H -3.5953 4.0993 -0.1506 -0.1864 -0.6139 0.6044
H -6.0901 5.0767 -0.6326 0.1575 -0.7673 0.8536
H -6.8522 4.1525 -1.9636 -0.0563 -0.1551 0.3404
H -5.5010 5.1976 -2.1996 0.2280 0.1517 -0.4188
H -0.7817 1.8131 -1.1151 -0.8409 -0.7191 -0.7775
H -1.1829 2.8853 -0.1442 -0.6294 0.8133 0.3328
C -3.7237 -2.5202 0.8288 -0.6260 0.3240 1.0878
C -2.9433 -3.1119 -0.3032 1.2190 0.6481 0.8601
C -3.8043 -3.4197 -1.4756 -0.9444 -0.3023 -1.7367
O -4.9404 -4.1837 -1.1637 -1.0381 -0.9330 0.8268
C -5.6173 -4.7054 -2.3023 0.7050 -0.0255 -0.0018
N -1.8460 -2.1898 -0.7123 -0.1054 -0.9442 -0.8958
H -3.1681 -2.3605 1.7529 0.6016 -0.3338 -0.0522
H -4.5487 -3.1715 1.1175 -0.2790 0.2049 -0.1785
H -4.0524 -1.5028 0.6171 -0.4641 -0.0646 -0.4309
H -2.4962 -4.0420 0.0479 0.1525 -0.1364 -0.0806
H -3.2711 -3.9718 -2.2495 0.5619 0.0618 -0.0695
H -4.1956 -2.5233 -1.9567 0.3144 0.6236 -0.0311
H -5.9723 -3.9161 -2.9649 0.0340 0.2079 -0.0781
H -6.4641 -5.3501 -2.0668 0.0224 0.3450 0.7265
H -4.9394 -5.3608 -2.8491 0.2570 0.0588 -0.3334
H -2.2573 -1.3838 -1.1611 -0.1584 0.0030 -0.2270
H -1.3382 -1.7760 0.0565 -0.1928 -0.1652 0.7454
C 5.1754 2.9921 2.1867 0.0402 1.7884 0.1803
C 3.6992 3.4710 2.3364 0.5657 -0.3909 0.0205
C 3.6009 5.0025 2.7194 -0.6722 -2.8012 0.9375
O 3.9034 5.0682 4.1124 0.2397 0.0747 -0.4077
C 3.8618 6.3751 4.6218 0.1440 0.1849 -0.3943
N 2.9594 3.2889 1.1094 0.1834 -0.1360 -1.2344
H 5.6291 3.7115 1.5050 0.3299 -0.0510 -0.3211
H 5.4207 1.9920 1.8293 -0.7863 -0.1124 0.0284
H 5.6981 3.1518 3.1298 -0.0380 -0.1084 0.1479
H 3.2894 2.7388 3.0321 -0.3576 0.7496 0.9395
H 2.5770 5.3616 2.6151 -0.2204 -0.1326 -0.3485
H 4.2008 5.5020 1.9587 0.6446 0.5810 0.5158
H 4.7700 6.8614 4.2658 0.0596 0.5684 0.4229
H 3.7573 6.3791 5.7068 0.4289 -0.2811 -0.0269
H 2.9986 6.9314 4.2563 -0.2089 0.0662 -0.2893
H 2.1703 2.6765 1.2586 -0.2877 0.2152 0.2561
H 3.5279 2.7007 0.5170 0.2465 0.0758 -0.4481
C 1.9140 -4.4955 3.6230 -1.4093 0.7460 1.0099
C 0.7239 -3.6752 2.9313 2.3563 -1.8019 -0.1789
C -0.6563 -3.7998 3.5832 0.9738 -0.7872 -0.2826
O -1.0215 -5.1702 3.6348 -0.2704 -0.7450 -0.1932
C -1.3709 -5.7403 2.3808 -0.0058 0.6703 -0.4040
N 1.1366 -2.3264 2.7490 0.2036 1.9731 0.7850
H 1.9052 -4.2043 4.6733 -0.1670 0.0090 0.3209
H 2.9393 -4.2419 3.3540 -0.2152 0.1315 -0.8485
H 1.7945 -5.5788 3.6409 -0.1829 0.0917 -0.3838
H 0.6525 -4.0771 1.9206 -0.3781 -0.5847 -0.0965
H -1.3129 -3.1959 2.9569 -0.5313 0.0144 0.0671
H -0.7097 -3.4823 4.6246 0.2588 0.3323 -0.1163
H -0.5950 -5.6002 1.6282 0.1590 0.1719 -0.0524
H -2.2718 -5.2431 2.0213 -0.2256 -0.0650 -0.1803
H -1.5384 -6.8174 2.3787 -0.0642 0.0826 0.8624
H 2.0764 -2.1911 2.4047 0.2541 -0.6732 0.2224
H 0.5925 -1.8917 2.0176 -0.5856 -0.0389 -0.1835
C -2.2859 -0.5097 -5.9218 0.7686 -0.7500 0.6482
C -1.3865 -1.3077 -4.9639 0.6335 -0.2422 -0.7426
C -0.7616 -2.5963 -5.7012 0.9853 1.2130 -0.2719
C 0.3724 -2.2639 -6.6943 -0.0112 0.0095 1.9551
C 1.4640 -1.5319 -5.8722 -1.1132 1.8239 0.0718
C 0.9335 -0.1908 -5.0982 -0.3488 0.5074 -0.5661
N -0.3425 -0.3771 -4.3386 1.6734 -4.3950 -1.4678
O -0.7759 0.7596 -3.6993 -0.7542 0.3621 -0.8176
C 2.0208 0.1473 -4.0721 -0.4152 0.7543 0.0208
C 0.7435 1.0147 -6.1374 0.3658 -1.4565 0.5249
C -2.1849 -1.9347 -3.8578 -0.5288 0.5026 0.1894
H -2.5988 0.3145 -5.2808 -0.5130 0.2918 -0.6521
H -3.0838 -1.1734 -6.2549 -0.3058 0.3663 0.0390
H -1.7078 -0.1952 -6.7907 -0.2236 0.3025 0.0786
H -0.3582 -3.3214 -4.9943 -0.1254 0.1374 0.4050
H -1.4864 -3.1360 -6.3105 -0.6956 0.2525 0.4487
H -0.1546 -1.7468 -7.4962 0.9085 0.3422 -0.3425
H 0.8097 -3.2105 -7.0116 -0.1580 0.0676 -0.5392
H 2.3391 -1.2431 -6.4543 -0.1972 0.4600 -0.4202
H 1.9497 -2.1954 -5.1566 -0.6108 -0.3122 0.3883
H 1.7466 1.0070 -3.4608 -0.2079 0.3111 -0.2679
H 2.1529 -0.6173 -3.3065 0.3495 -0.4250 -0.4442
H 2.9387 0.4291 -4.5881 0.2316 -0.3489 0.1346
H 1.7410 1.3813 -6.3795 -0.1341 0.1516 -0.3710
H 0.2302 0.6077 -7.0087 0.3782 0.0620 -0.2719
H 0.1064 1.8347 -5.8060 0.2150 -0.1420 0.5569
H -1.5288 -2.6235 -3.3257 -0.4245 0.0768 0.2730
H -3.0645 -2.4413 -4.2550 0.1581 -0.3886 -0.1580
H -2.6177 -1.1842 -3.1963 0.2808 0.1233 0.1903
H -0.5233 0.5279 -2.8026 -0.0467 0.4235 0.9918
C 4.8910 -1.4885 3.7321 0.1647 -1.0577 -0.0641
C 4.4123 -1.4744 2.2547 0.9805 1.2522 1.6538
O 3.6240 -0.3074 2.1046 -0.0952 0.0338 1.2131
H 4.1577 -1.8523 4.4517 -0.5241 0.3334 -0.2063
H 5.3143 -0.5583 4.1111 -0.2772 0.2386 -0.4592
H 5.6834 -2.2250 3.8659 0.2601 -0.1132 -0.3223
H 3.9069 -2.4060 2.0006 -0.0936 -0.0479 -0.1324
H 5.3104 -1.3513 1.6493 0.0574 -0.2908 -0.2953
H 3.1992 -0.2693 1.2445 -0.4080 -0.2299 -0.9250
C 5.5058 2.0327 -2.3626 0.5194 -0.3732 -0.7305
C 4.7330 0.8158 -1.8874 1.6492 1.2382 0.5085
O 3.7017 1.3136 -1.0801 -0.7182 0.7636 -0.7521
H 6.3186 1.7182 -3.0172 0.0858 -0.1604 -0.1259
H 6.0057 2.5254 -1.5287 -0.4400 0.2997 0.0211
H 4.8922 2.6965 -2.9717 -0.0968 0.2298 0.3132
H 5.4364 0.3296 -1.2115 0.0439 -0.7542 -0.1565
H 4.4790 0.1709 -2.7287 -0.5508 -0.0739 0.1987
H 3.1555 0.5909 -0.7625 -0.6196 -0.7691 0.5217
C -1.6325 4.7957 3.1841 -0.8258 -0.8480 1.0299
C -0.6768 3.6220 3.0375 -0.0588 1.0563 -2.3340
O -0.9273 2.9841 1.7159 -1.1055 2.0403 2.7550
H -2.6461 4.4559 3.3966 -0.1584 -0.1697 -0.1543
H -1.7329 5.4853 2.3459 0.6579 -0.0697 0.0591
H -1.3327 5.2563 4.1254 0.0380 0.6807 -0.1725
H -0.6979 2.9666 3.9082 -0.3780 -0.4225 -0.2830
H 0.2939 4.1180 3.0434 0.5237 -0.4552 -0.2979
H -0.2172 2.3780 1.4924 0.9467 -0.6384 -0.1390
C 4.8497 -4.0074 -1.8963 0.2695 1.0751 1.5279
C 4.6067 -2.5641 -1.3102 0.7670 -0.9826 -0.8622
O 3.2758 -2.2429 -1.5139 -1.4049 -0.3938 -1.0665
H 4.0942 -4.6858 -1.5001 -0.0884 0.0515 -0.0613
H 5.8046 -4.3320 -1.4829 0.1549 -0.2213 -0.2896
H 4.8678 -4.0767 -2.9840 -0.0532 0.3424 0.1075
H 5.2582 -1.8418 -1.8022 0.1217 -0.0457 -0.4546
H 4.8589 -2.4128 -0.2606 0.0667 -0.8093 0.2375
H 2.9460 -1.5711 -0.9126 0.0824 0.7061 0.7620